## 1
Entry from the OMol25 dataset: a single C5H6O molecule (ωB97M-V/def2-TZVPD).

```
! RIJCOSX wB97M-V def2-TZVPD def2/J DEFGRID3
* xyz 0 1
C -1.72431 0.12113 -0.21615
C -1.14356 -1.17606 -0.21484
C 0.10438 -0.62510 0.50895
C 0.85955 0.38932 0.06664
C 2.26265 0.68617 0.42662
O 2.81740 1.66658 -0.02728
H -1.31046 1.04373 -0.56801
H 0.50388 1.11605 -0.66360
H -2.65488 0.27143 0.31432
H -0.76223 -1.62734 -1.12870
H -1.73392 -1.87261 0.37354
H 2.78149 0.00668 1.12851
*
```

Highest occupied orbital energy (alpha / beta) ... -8.53 / -8.96 eV
Orbital gap (alpha / beta) ... 7.65 / 8.34 eV
LUMO energy (alpha / beta) ... -0.886 / -0.615 eV

Want to see where the charge sits? The Mulliken charges in e are:
1. C -0.76
2. C 0.15
3. C -0.09
4. C -0.14
5. C -0.23
6. O -0.48
7. H 0.28
8. H 0.28
9. H 0.22
10. H 0.20
11. H 0.22
12. H 0.35

=====

## 2
Entry from the OMol25 dataset: a single C5H6O molecule (ωB97M-V/def2-TZVPD).

```
! RIJCOSX wB97M-V def2-TZVPD def2/J DEFGRID3
* xyz 0 1
C 1.81683 0.33268 1.45501
C 1.01082 0.52597 0.57950
C -0.21605 1.19863 -1.40147
C -0.23275 0.40103 -0.31453
C -1.10467 -0.77822 -0.03924
O -0.62693 -1.85061 0.75592
H 2.79188 0.37167 1.94298
H -0.76116 0.80324 -2.23005
H 0.57477 1.98522 -1.37190
H -1.43771 -1.21029 -0.96632
H -1.98519 -0.34150 0.44739
H 0.17016 -1.43784 1.14271
*
```

Highest occupied orbital energy ... -9.43 eV
SMILES string ... C#CC(=C)CO
Orbital gap ... 10.22 eV
LUMO energy ... 0.786 eV

Want to see where the charge sits? The Mulliken charges in e are:
1. C -0.24
2. C -0.53
3. C -0.86
4. C 0.71
5. C -0.35
6. O -0.48
7. H 0.37
8. H 0.28
9. H 0.31
10. H 0.30
11. H 0.24
12. H 0.25

=====

## 3
Entry from the OMol25 dataset: a single C5H6O molecule (ωB97M-V/def2-TZVPD).

```
! RIJCOSX wB97M-V def2-TZVPD def2/J DEFGRID3
* xyz 0 1
C -1.24014 0.75306 -0.08546
C -0.74469 -0.56344 0.48912
O -0.78139 -1.56766 -0.54218
C 0.71935 -0.79480 0.75482
C 1.65017 0.02659 0.15918
C 2.60294 0.72831 -0.16560
H -0.68935 0.99867 -1.00112
H -1.09230 1.55765 0.64782
H -2.31111 0.68478 -0.31433
H -1.35367 -0.84960 1.36294
H -0.29042 -2.32149 -0.16322
H 3.45710 1.32714 -0.40196
*
```

Highest occupied orbital energy ... -8.48 eV
Orbital gap ... 7.40 eV
LUMO energy ... -1.074 eV

Want to see where the charge sits? The Mulliken charges in e are:
1. C -1.30
2. C 0.62
3. O -0.49
4. C -1.20
5. C 0.16
6. C 0.16
7. H 0.34
8. H 0.34
9. H 0.33
10. H 0.24
11. H 0.39
12. H 0.40

=====

Which structure is most stable? 2, by 41.3 kcal/mol over the runner-up.

=====

## 1
Entry from the OMol25 dataset: a single C5H6O molecule (ωB97M-V/def2-TZVPD).

```
! RIJCOSX wB97M-V def2-TZVPD def2/J DEFGRID3
* xyz 0 1
C 1.29918 1.27254 -0.06539
C 1.07381 -0.10868 0.44204
C -0.22574 -0.84321 0.20321
C -1.39522 -0.05870 0.05774
C -2.54692 0.38015 -0.05922
H 0.75921 1.66670 -1.03715
H 2.45649 1.35787 -0.32614
H 1.27976 1.99213 0.84656
H 1.68009 -0.38135 1.25092
H -0.05356 -1.68111 1.01173
H -3.22334 1.17576 -0.26262
O 0.98384 -0.99782 -0.61919
*
```

Highest occupied orbital energy ... -9.60 eV
SMILES string ... C#C[C@H]1O[C@H]1C
Orbital gap ... 10.47 eV
LUMO energy ... 0.872 eV

Want to see where the charge sits? The Mulliken charges in e are:
1. C -1.15
2. C 0.09
3. C 0.00
4. C -0.24
5. C -0.22
6. H 0.29
7. H 0.31
8. H 0.30
9. H 0.41
10. H 0.25
11. H 0.34
12. O -0.40

=====

## 2
Entry from the OMol25 dataset: a single C5H6O molecule (ωB97M-V/def2-TZVPD).

```
! RIJCOSX wB97M-V def2-TZVPD def2/J DEFGRID3
* xyz 0 1
C -2.83632 -0.13662 0.01039
C -1.37471 0.10949 0.00541
C -0.17069 0.30267 0.02144
C 1.23223 0.53856 -0.32484
C 2.69223 -0.24840 0.17218
O 1.89286 -0.53599 -0.91026
H -3.15554 -0.71860 -0.86443
H -3.14540 -0.70346 0.89677
H -3.41170 0.79790 0.00004
H 1.94964 1.30494 0.01008
H 2.60854 -0.72325 1.13459
H 3.71884 0.01277 -0.15137
*
```

Highest occupied orbital energy ... -8.11 eV
SMILES string ... CC#C[C@H]1CO1
Orbital gap ... 9.09 eV
LUMO energy ... 0.979 eV

Want to see where the charge sits? The Mulliken charges in e are:
1. C -1.15
2. C 0.71
3. C -0.24
4. C -0.30
5. C -0.47
6. O -0.32
7. H 0.28
8. H 0.28
9. H 0.29
10. H 0.36
11. H 0.27
12. H 0.30

=====

## 3
Entry from the OMol25 dataset: a single C5H6O molecule (ωB97M-V/def2-TZVPD).

```
! RIJCOSX wB97M-V def2-TZVPD def2/J DEFGRID3
* xyz 0 1
C 1.05803 0.14796 -0.69165
C -0.48486 0.30949 -0.87327
O -0.57181 -1.15181 -0.85644
C 0.44591 -1.00076 0.12978
C -0.33959 -0.12737 1.32001
C -0.97594 0.70290 0.51834
H 1.53948 -0.06667 -1.65683
H 1.61863 0.88291 -0.11778
H -0.94427 0.77143 -1.74379
H 0.68223 -1.74371 0.84988
H -0.40337 -0.20245 2.42378
H -1.67895 1.48480 0.73665
*
```

Highest occupied orbital energy ... -9.47 eV
Orbital gap ... 10.63 eV
LUMO energy ... 1.163 eV

Want to see where the charge sits? The Mulliken charges in e are:
1. C -0.51
2. C 0.06
3. O -0.43
4. C -0.24
5. C -0.41
6. C -0.65
7. H 0.25
8. H 0.27
9. H 0.45
10. H 0.44
11. H 0.37
12. H 0.39

=====

Which structure is most stable? 3, by 21.1 kcal/mol over the runner-up.

=====

## 1
Entry from the OMol25 dataset: a single C5H6O molecule (ωB97M-V/def2-TZVPD).

```
! RIJCOSX wB97M-V def2-TZVPD def2/J DEFGRID3
* xyz 0 1
C 0.11755 0.49454 2.55008
C -0.08241 0.29981 1.15615
C 0.26696 0.19226 -0.00632
C -0.24715 -0.47092 -1.17044
C -0.60570 0.33197 -2.33326
O 0.50213 -0.54908 -2.36498
H 0.63909 -0.36519 3.02102
H 0.61149 1.41475 2.09604
H -0.61637 0.93143 3.21564
H -0.83480 -1.35781 -0.93623
H -0.35126 1.39072 -2.33328
H -1.48341 0.03883 -2.90091
*
```

Highest occupied orbital energy ... -9.40 eV
SMILES string ... CC#C[C@H]1CO1
Orbital gap ... 10.05 eV
LUMO energy ... 0.650 eV

Want to see where the charge sits? The Mulliken charges in e are:
1. C -0.85
2. C 0.18
3. C -0.42
4. C 0.30
5. C -0.39
6. O -0.42
7. H 0.22
8. H 0.22
9. H 0.32
10. H 0.35
11. H 0.25
12. H 0.24

=====

## 2
Entry from the OMol25 dataset: a single C5H6O molecule (ωB97M-V/def2-TZVPD).

```
! RIJCOSX wB97M-V def2-TZVPD def2/J DEFGRID3
* xyz 0 1
C -1.04040 1.04924 0.06426
C -0.13956 -0.15155 0.19487
O -0.34535 -0.88642 1.33108
C 0.45745 -0.83756 -0.97406
C 1.48459 -0.17815 -0.16067
C 2.09773 0.39550 0.79026
H -2.09013 0.74068 -0.05858
H -0.76494 1.64927 -0.80470
H -0.97950 1.65213 0.97121
H 0.31392 -0.37412 -1.94619
H 0.43877 -1.92488 -0.97056
H 0.56743 -1.13414 1.56307
*
```

Highest occupied orbital energy ... -10.00 eV
Orbital gap ... 10.45 eV
LUMO energy ... 0.449 eV

Want to see where the charge sits? The Mulliken charges in e are:
1. C -1.25
2. C 0.75
3. O -0.51
4. C -0.40
5. C 0.07
6. C -0.57
7. H 0.35
8. H 0.33
9. H 0.32
10. H 0.24
11. H 0.21
12. H 0.48

=====

## 3
Entry from the OMol25 dataset: a single C5H6O molecule (ωB97M-V/def2-TZVPD).

```
! RIJCOSX wB97M-V def2-TZVPD def2/J DEFGRID3
* xyz 0 1
C 1.72915 -0.28521 0.50993
C 0.77546 0.65812 -0.09185
C 0.13459 1.47942 -0.80949
C -0.99618 0.51356 0.16650
C -1.58711 -0.46097 -0.82033
O -1.47276 -1.65806 -0.69997
H 1.84413 -0.13906 1.58868
H 2.70041 -0.12368 0.03245
H 1.42163 -1.31842 0.31418
H -1.65580 1.35220 0.39500
H -0.80478 -0.01433 1.11032
H -2.08874 -0.00358 -1.69542
*
```

Highest occupied orbital energy ... -9.74 eV
Orbital gap ... 10.52 eV
LUMO energy ... 0.784 eV

Want to see where the charge sits? The Mulliken charges in e are:
1. C -1.02
2. C 1.02
3. C -1.12
4. C -0.42
5. C 0.06
6. O -0.47
7. H 0.32
8. H 0.30
9. H 0.32
10. H 0.29
11. H 0.34
12. H 0.36

=====

## 4
Entry from the OMol25 dataset: a single C5H6O molecule (ωB97M-V/def2-TZVPD).

```
! RIJCOSX wB97M-V def2-TZVPD def2/J DEFGRID3
* xyz 0 1
C 1.34360 -0.38197 0.09305
C -1.03364 -0.91208 0.03099
C -1.46168 0.39242 -0.02653
C -0.32814 1.32725 -0.06398
C 0.93687 1.03618 -0.03538
H 2.10846 -0.58267 -0.66264
H 1.90362 -0.51354 0.97196
H -1.63856 -1.89259 0.16993
H -2.57319 0.67666 0.32884
H -0.60366 2.33066 -0.02142
H 1.66528 1.85849 0.12685
O 0.29950 -1.33098 -0.11280
*
```

Highest occupied orbital energy ... -8.05 eV
SMILES string ... C1=CCOC=C1
Orbital gap ... 9.06 eV
LUMO energy ... 1.015 eV

Want to see where the charge sits? The Mulliken charges in e are:
1. C -0.35
2. C -0.04
3. C -0.47
4. C -0.16
5. C -0.38
6. H 0.28
7. H 0.30
8. H 0.30
9. H 0.23
10. H 0.37
11. H 0.29
12. O -0.36

=====

Which structure is most stable? 4, by 49.1 kcal/mol over the runner-up.

=====

## 1
Entry from the OMol25 dataset: a single C2H2N2O molecule (ωB97M-V/def2-TZVPD).

```
! RIJCOSX wB97M-V def2-TZVPD def2/J DEFGRID3
* xyz 0 1
C -1.45490 0.46886 -0.01123
C -0.10381 0.38821 0.34673
N -0.95065 -0.68594 -0.08123
N 1.56201 0.65174 -0.04016
O 2.02552 -0.54596 0.06934
H -2.43945 0.88298 -0.00610
H 1.36128 -1.15989 -0.27735
*
```

Highest occupied orbital energy (alpha / beta) ... -8.06 / -8.84 eV
SMILES string ... O/N=c1/cn1
Orbital gap (alpha / beta) ... 8.27 / 9.07 eV
LUMO energy (alpha / beta) ... 0.210 / 0.230 eV

Want to see where the charge sits? The Mulliken charges in e are:
1. C -0.08
2. C 0.18
3. N -0.40
4. N -0.14
5. O -0.24
6. H 0.34
7. H 0.35

=====

## 2
Entry from the OMol25 dataset: 2 unconnected molecules or ions with the total composition C2H2N2O (ωB97M-V/def2-TZVPD).

```
! RIJCOSX wB97M-V def2-TZVPD def2/J DEFGRID3
* xyz 0 1
C -1.50505 0.19217 0.02369
C 1.70198 0.40615 0.00671
N -1.51366 1.34358 0.08827
N 0.95515 -0.41477 0.18985
O -1.43513 -1.10839 0.04626
H -0.62467 -1.56064 -0.17118
H 2.42139 1.14191 -0.18359
*
```

Highest occupied orbital energy ... -10.83 eV
SMILES string ... N#CO.C#N
Orbital gap ... 11.62 eV
LUMO energy ... 0.789 eV

Want to see where the charge sits? The Mulliken charges in e are:
1. C 0.55
2. C 0.01
3. N -0.42
4. N -0.41
5. O -0.50
6. H 0.46
7. H 0.31

=====

Which structure is most stable? 2, by 130.2 kcal/mol over the runner-up.